(1)
Below is C23H26F4N8O3S2V as an isolated structure, with properties calculated with ωB97M-V with the def2-TZVPD basis set.

Last column: Löwdin charge in e.
Geometry (Å):
V 0.30700 0.98315 -0.43087  1.12
C 0.38085 2.32998 2.32314  -0.02
N 0.72721 2.59280 0.89684  -0.30
C 2.16403 2.99138 0.81236  -0.02
C -0.13996 3.70930 0.39812  -0.13
C -0.06372 3.73088 -1.11969  -0.08
N 0.25977 2.36033 -1.53370  -0.07
C 0.45729 2.07864 -2.92109  -0.13
C 1.73909 2.01217 -3.44864  -0.14
F 2.79432 2.17846 -2.64798  0.12
C 1.91624 1.82574 -4.81405  -0.19
F 3.14752 1.77823 -5.28472  0.16
C 0.82814 1.69595 -5.65568  0.15
C -0.45182 1.76089 -5.12405  -0.19
F -1.51148 1.62840 -5.89923  0.16
C -0.64118 1.95920 -3.76854  -0.15
F -1.86974 2.02807 -3.24789  0.13
H 0.48694 3.26372 2.87768  0.12
H 1.06142 1.58506 2.72488  0.10
H -0.64537 1.97344 2.38418  0.10
H 2.30423 3.90319 1.39486  0.12
H 2.45028 3.17037 -0.22156  0.09
H 2.77793 2.19874 1.23156  0.10
H 0.19189 4.65472 0.82956  0.15
H -1.15171 3.50825 0.73689  0.13
H 0.71967 4.38063 -1.52029  0.16
H -1.01103 4.03294 -1.57439  0.16
H 0.97229 1.55428 -6.71962  0.17
N 1.13609 -4.05938 6.57225  0.19
C 0.69497 -3.49120 5.44987  -0.27
C 0.73656 -4.19371 4.21901  0.01
C 0.27565 -3.61464 3.07210  -0.07
C -0.24284 -2.30370 3.10672  -0.35
C -0.30526 -1.59748 4.32931  -0.04
C 0.16286 -2.17419 5.47210  0.01
S -0.88768 -1.60043 1.72597  0.67
O -1.98712 -0.72136 1.96857  -0.25
O -0.93427 -2.51568 0.61774  -0.29
N 0.32969 -0.41005 1.17998  -0.09
C 1.37988 -0.84781 0.54699  -0.68
S 2.21691 -2.35059 0.49226  1.19
C 3.40708 -1.61378 -0.54204  -0.28
C 3.11974 -0.35243 -0.90099  -0.14
N 1.93609 0.10795 -0.33003  -0.07
H 1.48445 -5.00335 6.58178  0.13
H 1.08169 -3.58300 7.45682  0.13
H 1.10986 -5.20897 4.20043  0.13
H 0.27217 -4.17824 2.14843  0.11
H -0.75191 -0.61262 4.36948  0.12
H 0.10146 -1.64319 6.41278  0.13
H 4.27342 -2.17875 -0.85525  0.11
H 3.68531 0.29201 -1.55336  0.13
C -3.99439 -2.27184 -2.27867  0.04
N -3.04902 -1.26845 -1.77917  -0.03
C -3.40647 -0.17225 -0.87832  0.04
C -2.05994 0.43208 -0.69942  -0.42
O -1.64077 1.34952 0.04436  -0.01
N -1.12201 -0.18867 -1.42389  0.11
C -1.75603 -1.25759 -2.03784  -0.35
N -1.12075 -2.11714 -2.80528  0.28
H -4.96498 -2.07983 -1.83102  0.11
H -3.66817 -3.26733 -1.97743  0.11
H -4.08614 -2.19905 -3.36179  0.11
H -3.78716 -0.53550 0.07923  0.16
H -4.11927 0.52308 -1.32803  0.17
H -0.12279 -2.05931 -2.91763  0.14
H -1.59699 -2.90201 -3.22409  0.14

Atoms 1-2, force components in eV/Å:
-0.03 0.31 -0.25
-0.02 0.01 -0.10

Output
charge = +3
HOMO = -15.536 eV
max |F| = 0.45 eV/A
energy above the lowest of the compared OMol25 structures with the same formula, charge and spin = 0.00 kJ/mol
multiplicity = 1
LUMO = -0.416 hartree


(2)
Below is C44H46Cl2N10O2RhSi as an isolated structure, with properties calculated with ωB97M-V with the def2-TZVPD basis set.

Last column: Löwdin spin population.
Geometry (Å):
Rh 0.82474 -0.21754 -1.44325  1.36
C -2.50433 -4.36286 0.26135  0.00
N -2.05864 -3.12896 -0.38148  0.00
C -0.82808 -2.62254 -0.43309  0.01
N -0.85288 -1.46576 -1.07441  0.02
C -2.16187 -1.31424 -1.40747  0.00
N -2.91895 -2.30351 -1.00566  0.00
C -3.51298 -4.10847 1.35345  0.01
C -4.73435 -4.77069 1.33195  0.12
C -5.66020 -4.50705 2.35710  0.02
C -5.38811 -3.59532 3.34339  0.07
C -4.15024 -2.89586 3.36405  0.08
C -3.20564 -3.20764 2.35610  0.10
C -3.90295 -1.88446 4.31045  0.12
N -4.70897 -1.37112 5.23700  0.03
N -4.07459 -0.32782 5.79013  -0.03
C -2.89580 -0.21304 5.22016  0.11
O -2.70366 -1.19861 4.27662  0.11
C -1.91052 0.80493 5.38125  0.03
C -2.11820 1.89044 6.25217  0.05
C -1.18102 2.89756 6.33554  0.01
C -0.01769 2.86405 5.56690  0.08
C 0.20771 1.78280 4.71922  0.00
C 1.49986 1.74113 3.93507  0.00
N 1.48960 0.82508 2.80786  0.00
C 1.13317 1.04537 1.54090  0.00
N 1.21028 -0.07985 0.85627  0.02
C 1.60523 -0.98498 1.78464  0.00
N 1.79674 -0.47806 2.97993  0.00
C -0.72099 0.76266 4.63053  0.06
H -1.60250 -4.83828 0.65294  0.00
H -2.92377 -5.01040 -0.50872  0.00
H 0.03639 -3.09901 -0.00314  0.00
H -2.53600 -0.45304 -1.93246  0.00
H -4.97296 -5.45751 0.52947  0.01
H -6.61690 -5.01614 2.35574  0.00
H -6.11716 -3.37483 4.11147  0.00
H -2.24871 -2.69754 2.34974  0.01
H -3.03029 1.92756 6.83200  0.00
H -1.35978 3.73672 6.99702  0.00
H 0.70113 3.67333 5.62538  0.01
H 2.32368 1.42016 4.57380  0.00
H 1.74143 2.73259 3.54901  0.00
H 0.81555 1.99917 1.15337  0.00
H 1.77568 -2.02728 1.57289  0.00
H -0.54549 -0.08182 3.97961  0.00
Cl -0.92379 4.17604 -3.20060  0.00
C -1.76494 3.57605 -1.79702  0.00
C -2.86228 4.31921 -1.35139  0.00
C -3.57947 3.91614 -0.26533  0.00
Cl -4.94202 4.87216 0.25999  0.00
C -3.22686 2.73570 0.42459  0.00
C -3.93345 2.23736 1.54424  0.00
C -3.52476 1.08285 2.14323  0.00
C -2.39383 0.42718 1.62645  0.00
N -1.71348 0.85825 0.59553  0.00
C -2.10351 1.99400 -0.02545  0.00
C -1.31104 2.40013 -1.18081  0.01
O -0.28992 1.74538 -1.60782  0.08
H -3.13499 5.21983 -1.88384  0.00
H -4.79326 2.78212 1.90942  0.00
H -4.04721 0.67510 2.99686  0.00
H -2.04926 -0.48603 2.09772  0.00
C 3.04428 -2.73230 -1.76984  0.05
C 4.32222 -1.94618 -1.49190  0.01
C 4.43224 -1.54509 -0.01727  0.01
C 4.59954 -0.72460 -2.34542  0.13
C 5.80231 -0.67281 -3.02505  -0.01
C 6.24814 0.48739 -3.64531  0.14
C 5.50415 1.65474 -3.52676  -0.01
C 4.28666 1.67470 -2.87379  0.13
C 3.54221 2.98627 -2.75245  0.01
C 2.34994 3.07926 -3.70377  0.01
C 3.11367 3.30958 -1.31817  0.01
C 3.76277 0.44481 -2.34312  0.09
N 2.52094 0.43961 -1.88024  0.89
H 3.02558 -3.61873 -1.12983  0.00
H 3.00368 -3.06580 -2.80827  0.00
H 2.12649 -2.16387 -1.57417  0.03
H 5.14596 -2.63613 -1.70278  0.00
H 3.68540 -0.79062 0.22595  0.00
H 5.41573 -1.12274 0.19316  0.00
H 4.28245 -2.40762 0.63634  0.00
H 6.42663 -1.55905 -3.04654  0.00
H 7.18957 0.49042 -4.17919  0.01
H 5.87942 2.57624 -3.95695  0.00
H 4.26575 3.75192 -3.05376  0.00
H 1.56417 2.38110 -3.41328  0.00
H 2.65240 2.88816 -4.73521  0.00
H 1.91991 4.07954 -3.65401  0.00
H 2.32296 2.63460 -0.99134  0.00
H 2.72375 4.32811 -1.27522  0.00
H 3.95527 3.23240 -0.62608  0.00
C 1.95688 -0.36461 -4.87690  -0.01
Si 0.48027 -0.65115 -3.73307  -0.02
C 0.05333 -2.48229 -4.02873  0.00
C -0.95047 0.35644 -4.43042  -0.01
H 1.65712 -0.65674 -5.88875  0.00
H 2.82275 -0.97018 -4.59856  0.00
H 2.27207 0.67741 -4.90921  0.00
H -0.34453 -2.59199 -5.04212  0.00
H -0.69189 -2.88355 -3.34182  0.00
H 0.94788 -3.10726 -3.96649  0.00
H -0.94512 0.26942 -5.52197  0.00
H -0.85257 1.40744 -4.16500  0.00
H -1.92280 0.00296 -4.08324  0.00

Atoms 1-2, force components in eV/Å:
0.10 -0.13 -0.02
-0.07 -0.05 0.00

Output
charge = -1
HOMO (alpha / beta) = -1.725 / -4.819 eV
max |F| = 0.30 eV/A
energy above the lowest of the compared OMol25 structures with the same formula, charge and spin = 90.60 kJ/mol
multiplicity = 5
LUMO (alpha / beta) = 0.078 / 0.034 hartree


Look up the multiplicity of the second one.
5


Which formula does entry 2 have?
C44H46Cl2N10O2RhSi


Which of these has the lowest energy above the lowest of the compared OMol25 structures with the same formula, charge and spin?
C23H26F4N8O3S2V